{"formula": "C4H4", "method": "the ωB97M-V functional and the def2-TZVPD basis", "charge": 0, "lumo_energy_ev": 0.20, "smiles": "C=C=C=C", "max_force_ev_per_a": 4.9, "multiplicity": 1, "e_tot_ev": -4209.05176, "mol_weight_da": 52.08, "gap_ev": 9.2, "homo_ev": -9.00, "symbols": ["C", "C", "C", "C", "H", "H", "H", "H"], "coordinates": [[-1.8852, 0.0471, -0.0076], [-0.5883, 0.0796, 0.2135], [0.6217, -0.0497, 0.3054], [1.8904, 0.0225, -0.0433], [-2.6356, 0.7459, -0.2191], [-2.1159, -0.9698, -0.2458], [2.3538, 1.0675, 0.0493], [2.3591, -0.9432, -0.0523]], "atomic_forces_ev_per_a": [[1.6, -1.9, -0.3], [-4.8, 1.3, 0.2], [3.8, 0.4, -0.9], [-0.2, 1.4, 1.7], [-0.4, 1.4, 0.2], [-1.0, -0.6, 0.1], [-0.2, -2.0, -0.5], [1.1, 0.1, -0.5]], "lowdin_charge": [0.035, -0.142, -0.152, 0.021, 0.040, 0.054, 0.096, 0.049]}

=====

{"formula": "H16O8", "method": "the ωB97M-V functional and the def2-TZVPD basis", "charge": 0, "lumo_energy_ev": -0.05, "smiles": "O.O.O.O.O.O.O.O", "max_force_ev_per_a": 0.5, "multiplicity": 1, "e_tot_ev": -16639.98882, "mol_weight_da": 144.12, "gap_ev": 11.0, "homo_ev": -11.02, "symbols": ["O", "H", "H", "O", "H", "H", "O", "H", "H", "O", "H", "H", "O", "H", "H", "O", "H", "H", "O", "H", "H", "O", "H", "H"], "coordinates": [[0.6916, -2.3940, -0.9530], [1.1337, -3.1673, -0.5910], [0.4242, -2.6582, -1.8376], [2.8888, 2.2655, 2.0192], [2.0382, 2.5333, 2.3757], [2.7231, 2.0998, 1.0839], [2.5714, 1.3303, -0.6503], [2.9055, 0.5811, -1.1497], [3.0441, 2.0885, -1.0046], [-0.4544, 2.3358, -1.9132], [-0.4415, 3.2333, -1.5735], [-0.4273, 1.7782, -1.1292], [-2.5726, -1.5300, -1.4781], [-2.2335, -1.0291, -2.2244], [-3.1158, -0.9024, -0.9948], [-0.0670, 0.0823, 0.3807], [0.8874, 0.1473, 0.4714], [-0.2114, -0.7631, -0.0567], [-1.5076, -3.2315, 0.8378], [-2.4390, -3.0875, 0.6587], [-1.0642, -2.9679, 0.0270], [-1.6202, 1.2236, 2.9338], [-1.0657, 0.5056, 2.6147], [-2.0878, 1.5265, 2.1530]], "atomic_forces_ev_per_a": [[0.0, 0.0, -0.1], [0.1, -0.1, 0.2], [0.0, 0.0, -0.1], [0.0, 0.1, 0.1], [-0.1, 0.0, 0.1], [0.0, -0.3, 0.1], [0.0, 0.1, -0.1], [0.0, -0.1, 0.0], [0.0, 0.1, -0.2], [-0.1, 0.0, -0.2], [0.0, 0.1, 0.0], [0.2, -0.3, 0.2], [0.1, -0.1, 0.0], [0.0, 0.1, -0.1], [0.0, 0.1, 0.1], [-0.3, 0.3, 0.1], [0.1, 0.1, 0.0], [0.0, -0.2, 0.0], [0.0, -0.2, 0.3], [-0.1, 0.0, -0.1], [0.0, 0.2, -0.1], [0.0, 0.1, 0.2], [0.1, -0.1, -0.2], [0.0, 0.0, -0.1]], "lowdin_charge": [-0.037, 0.069, 0.064, -0.062, 0.032, -0.027, -0.041, 0.063, 0.064, -0.066, 0.030, -0.010, -0.041, 0.044, 0.049, -0.048, 0.024, -0.005, -0.062, 0.025, -0.031, -0.064, 0.010, 0.021]}